[1]
Formula: C11H40N14O9
Source: the Open Molecules 2025 dataset
Level of theory: ωB97M-V/def2-TZVPD

Values from the calculation:
- total energy (a.u.) = -1886.92804
- E_LUMO (eV) = 0.011
- strongest force on any atom (Eh/bohr) = 0.1654

Geometry as XYZ:
```
74
Properties=species:S:1:pos:R:3:mulliken_charge:R:1
O 2.08 1.90 -5.77 -0.647
O 7.26 1.42 0.30 -0.693
O -1.49 -0.29 -1.20 -0.480
O -4.94 3.40 -5.51 -0.659
O -1.21 -5.86 2.55 -0.616
O -5.79 2.39 4.29 -0.662
O -6.15 -2.03 -1.28 -0.523
O 4.74 -4.00 -3.09 -0.673
O 3.63 4.69 5.78 -0.670
N -6.57 1.00 5.74 -0.389
N 5.73 -2.00 -2.95 -0.356
N 0.77 -4.99 1.94 -0.378
N 5.30 -3.06 -1.22 -0.363
N -4.35 5.49 -5.11 -0.430
N 1.59 -0.28 -5.63 -0.382
N 3.38 0.42 -6.68 -0.376
N -3.53 3.99 -3.82 -0.361
N -5.57 0.13 3.99 -0.356
N 6.29 2.64 1.80 -0.347
N 2.09 5.72 4.65 -0.373
N 1.71 3.76 5.18 -0.391
N 0.64 -6.19 3.75 -0.431
N 7.98 1.40 2.50 -0.395
C 0.40 0.15 -0.16 -1.137
C 7.18 1.78 1.48 0.680
C 5.29 -3.11 -2.50 0.723
C 2.53 4.75 5.30 0.644
C -5.89 1.23 4.65 0.656
C -4.26 4.19 -4.86 0.668
C 2.35 0.75 -5.98 0.612
C -5.97 -4.31 -1.98 -0.894
C -1.10 -0.08 0.09 -0.128
C -0.04 -5.72 2.70 0.673
C -6.01 -3.32 -0.73 -0.345
H -1.41 0.85 0.55 0.230
H 6.16 -1.31 -2.35 0.136
H -3.37 4.75 -3.19 0.186
H -4.97 5.76 -5.86 0.217
H 2.59 6.60 4.70 0.231
H 2.04 -1.17 -5.81 0.188
H 3.65 -0.55 -6.57 0.153
H -6.95 1.78 6.26 0.217
H 1.60 -5.90 3.92 0.169
H 0.84 -0.71 -0.66 0.273
H 7.91 1.83 3.41 0.184
H -7.00 -4.22 -2.34 0.280
H 6.18 2.90 2.76 0.143
H 0.98 -0.14 -4.84 0.236
H 2.11 2.90 5.53 0.216
H -5.79 -0.80 4.29 0.174
H 5.75 -2.25 -0.83 0.131
H 8.70 0.74 2.24 0.223
H 4.02 1.08 -7.09 0.218
H -2.44 -0.42 -1.20 0.277
H 0.00 -6.72 4.32 0.227
H -5.91 -5.28 -1.48 0.300
H 0.53 1.08 -0.72 0.292
H 5.85 -1.85 -3.94 0.206
H -3.28 3.04 -3.58 0.204
H -5.16 -3.42 -0.05 0.322
H -1.23 -0.79 0.91 0.294
H 4.92 -3.83 -0.69 0.194
H -7.03 -2.10 -1.67 0.314
H 1.12 5.73 4.39 0.172
H -6.98 -3.45 -0.26 0.265
H 0.35 -4.61 1.10 0.204
H 5.68 3.06 1.11 0.208
H -5.11 0.24 3.09 0.201
H 1.72 -4.89 2.26 0.152
H 0.81 3.82 4.74 0.170
H 0.89 0.22 0.81 0.376
H -3.69 6.13 -4.70 0.175
H -6.89 0.08 6.00 0.161
H -5.27 -4.15 -2.79 0.280
```

[2]
Formula: C4H6NaO7
Source: the Open Molecules 2025 dataset
Level of theory: ωB97M-V/def2-TZVPD

Values from the calculation:
- total energy (a.u.) = -844.85309
- charge = +1
- E_LUMO (eV) = -4.336
- strongest force on any atom (Eh/bohr) = 0.0575

Geometry as XYZ:
```
18
Properties=species:S:1:pos:R:3:nbo_charge:R:1
Na 2.67 -0.93 4.33 0.992
O 2.99 0.05 2.10 -0.742
O -2.70 -0.47 -0.07 -0.659
O 1.14 -0.57 1.09 -0.575
O 0.73 -0.71 -1.31 -0.706
O -1.47 1.10 -1.05 -0.475
O 2.96 0.13 -0.09 -0.652
O -3.46 0.76 -1.80 -0.641
C 0.09 -0.49 -0.11 0.374
C -0.48 0.92 -0.05 -0.125
C -2.61 0.47 -0.84 0.979
C 2.39 -0.15 1.05 1.006
H 0.75 -1.65 -1.53 0.512
H -4.25 0.20 -1.73 0.515
H -0.92 1.09 0.94 0.225
H 2.36 -0.06 -0.84 0.516
H 0.30 1.66 -0.28 0.227
H -0.50 -1.35 0.20 0.227
```

[3]
Formula: C75H79N5O5P2RuS4SbSi2
Source: the Open Molecules 2025 dataset
Level of theory: ωB97M-V/def2-TZVPD

Values from the calculation:
- total energy (a.u.) = -6744.97111
- charge = -2
- multiplicity = 6
- E_LUMO (alpha / beta) (eV) = 3.801 / 2.593
- strongest force on any atom (Eh/bohr) = 0.0329

Geometry as XYZ:
```
174
Properties=species:S:1:pos:R:3:mulliken_spin:R:1
Sb -2.84 -0.83 -2.78 -0.061
Ru -0.07 0.02 0.29 2.357
S -2.89 3.60 4.72 -0.001
S -2.36 1.16 1.49 0.063
S -2.09 -1.00 -0.46 0.588
S -3.15 -1.53 2.78 0.041
P 3.25 0.85 -0.01 -0.216
P 1.82 -1.52 1.32 0.060
Si 3.99 1.78 -2.77 0.002
Si 0.15 -3.66 -0.24 0.016
O -3.08 -0.57 3.85 0.000
O -2.07 4.79 4.89 0.002
O -0.38 -3.76 1.86 -0.004
O -4.18 -1.34 1.80 -0.009
O -3.42 3.09 5.96 0.001
N -2.12 2.46 3.83 0.007
N 2.97 1.47 -1.43 0.049
N -1.69 -1.89 2.11 -0.130
N 0.19 1.99 -0.42 0.562
N 0.84 -2.08 0.19 0.063
C -1.19 -1.12 -5.60 0.072
C 5.85 1.32 -2.67 0.001
C -0.45 -0.81 -6.73 0.026
C 0.62 -3.45 -2.13 -0.024
C -0.19 -1.90 5.44 0.001
C 1.50 5.00 2.19 0.191
C -5.03 -5.24 -3.23 0.001
C -3.31 -5.83 4.17 0.000
C 2.24 6.48 0.31 -0.002
C 0.36 -0.60 3.51 0.067
C 4.91 -4.19 0.93 0.000
C -0.85 0.23 -7.56 -0.003
C -2.35 -0.43 -5.29 0.421
C 5.77 -0.36 0.60 -0.011
C -5.75 4.07 1.26 -0.001
C -4.19 3.95 3.52 0.000
C 1.31 4.18 -0.07 0.113
C -5.23 -4.48 -2.10 0.002
C -2.73 0.62 -6.10 -0.052
C 3.97 2.11 1.13 0.044
C 1.12 -5.26 0.21 0.003
C -2.27 -5.27 3.44 0.001
C 6.79 -1.26 0.31 0.002
C 4.62 -0.35 -0.16 0.048
C 3.75 -3.47 0.69 -0.004
C -1.68 -4.22 -0.46 0.005
C 1.66 5.18 0.82 -0.045
C -3.43 -3.16 3.51 0.004
C -7.06 1.54 -1.68 0.003
C 5.09 4.01 2.81 0.007
C -3.82 -2.75 -3.00 0.003
C 0.55 2.86 1.76 0.070
C 5.70 -3.88 2.03 -0.001
C 1.90 0.18 0.87 0.368
C 6.66 -2.14 -0.75 -0.002
C -2.74 2.26 2.70 0.034
C 3.37 -2.47 1.56 0.001
C -4.71 0.18 -2.31 -0.001
C 0.86 3.57 4.14 -0.006
C 5.32 -2.87 2.89 0.006
C 3.35 0.86 -4.33 0.000
C -6.61 1.50 -2.99 -0.002
C 0.98 3.80 2.66 -0.040
C 5.50 -2.14 -1.51 0.001
C -1.99 0.95 -7.23 0.014
C -4.62 -3.24 -1.98 0.007
C -3.92 3.11 2.45 0.013
C -3.63 -3.52 -4.14 0.033
C -4.70 3.16 1.31 -0.008
C -6.01 4.91 2.34 0.001
C 0.23 3.30 -2.66 0.003
C 4.16 -2.16 2.66 0.018
C 0.13 0.87 -2.56 0.270
C -0.28 2.14 -1.80 -0.168
C 0.67 2.99 0.36 0.059
C 1.16 -1.62 3.03 -0.064
C -5.44 0.82 -3.30 0.011
C -4.23 -4.77 -4.25 0.006
C -6.34 0.89 -0.69 0.001
C -0.30 -0.72 4.72 -0.012
C 5.30 4.08 1.44 0.005
C 3.74 2.05 2.49 0.041
C -4.38 -5.05 4.59 0.001
C 4.02 3.65 -3.22 0.001
C 4.30 2.99 3.33 0.013
C -1.81 2.30 -1.72 0.173
C 4.48 -1.26 -1.21 0.013
C -5.17 0.22 -1.00 0.013
C 1.31 -2.79 3.78 -0.001
C -2.35 -3.93 3.12 0.007
C -4.45 -3.70 4.27 -0.001
C 4.73 3.14 0.60 0.007
C 0.62 -2.93 4.98 0.002
C -5.23 4.85 3.49 0.000
C -1.38 -3.15 2.29 -0.032
H 4.12 0.81 -5.10 0.000
H -4.61 -0.26 -0.21 0.011
H 6.44 1.80 -3.45 0.000
H 1.64 4.11 4.68 -0.006
H -0.74 -2.03 6.36 0.000
H 3.22 6.32 -0.12 -0.002
H 4.13 2.93 4.40 -0.001
H 3.57 -1.23 -1.79 -0.013
H -2.04 3.28 -1.30 -0.002
H 1.78 -5.56 -0.60 -0.001
H 0.45 -1.37 -6.97 0.004
H -7.97 2.07 -1.44 0.000
H -4.76 -2.65 -1.08 -0.007
H -0.28 0.48 -8.44 0.000
H 3.12 1.25 2.88 -0.011
H -3.29 -6.88 4.42 0.000
H 3.62 3.81 -4.21 0.000
H 4.88 3.19 -0.46 -0.003
H 1.31 3.28 -2.74 0.013
H -0.12 4.26 -2.29 0.000
H -0.19 3.16 -3.66 -0.006
H -1.43 -5.85 3.10 0.000
H 6.61 -4.44 2.21 0.000
H -5.17 -5.50 5.16 0.000
H 5.91 4.87 1.04 -0.001
H -6.68 0.91 0.33 0.000
H 3.42 4.25 -2.53 -0.001
H -5.43 5.50 4.33 0.000
H 1.92 -3.60 3.41 -0.003
H 0.37 -4.36 -2.68 0.002
H -5.85 -4.85 -1.29 0.000
H 6.00 0.25 -2.77 0.000
H 0.24 0.30 2.92 -0.039
H 1.71 -5.15 1.12 -0.002
H -0.11 3.94 4.48 -0.002
H 5.19 -4.99 0.27 0.000
H -5.50 -6.22 -3.32 0.000
H -3.00 -3.15 -4.94 -0.003
H -0.84 -1.91 -4.93 0.019
H 0.42 -6.06 0.38 0.000
H 0.07 -2.63 -2.58 0.036
H 5.88 0.34 1.42 0.000
H -2.30 1.77 -7.86 0.002
H -4.48 2.51 0.48 0.020
H -1.95 -4.31 -1.51 0.000
H -7.17 2.00 -3.77 0.000
H 5.39 -2.83 -2.34 0.000
H 1.57 4.34 -1.09 0.041
H -4.07 -5.37 -5.14 0.000
H 3.13 -3.66 -0.18 0.002
H 5.53 4.74 3.47 0.000
H -0.33 0.83 -3.54 -0.062
H -3.61 1.20 -5.87 0.017
H -6.35 4.13 0.37 0.000
H 5.94 -2.63 3.75 0.000
H 7.45 -2.84 -0.97 0.000
H 0.04 1.98 2.14 0.029
H 1.21 0.88 -2.67 0.024
H -2.37 -3.52 -0.01 0.007
H 1.78 5.78 2.88 -0.011
H 3.85 -1.37 3.34 -0.010
H -1.85 -5.18 0.01 0.000
H 5.03 4.06 -3.20 0.000
H 1.68 -3.25 -2.27 -0.002
H 0.91 2.51 4.37 0.001
H 6.28 1.61 -1.71 -0.001
H 2.33 7.19 1.12 -0.002
H -2.26 2.22 -2.71 -0.028
H -5.10 0.78 -4.33 0.000
H -5.28 -3.08 4.58 0.000
H -0.94 0.08 5.06 -0.001
H 7.68 -1.27 0.92 0.000
H 1.59 6.91 -0.46 -0.002
H 2.49 1.36 -4.77 0.000
H -6.83 5.62 2.28 0.000
H -0.12 -0.03 -1.98 -0.100
H 0.70 -3.85 5.54 0.000
H -2.24 1.56 -1.05 -0.023
H 3.05 -0.15 -4.10 0.000
```

[4]
Formula: C16H19N4O2
Source: the Open Molecules 2025 dataset
Level of theory: ωB97M-V/def2-TZVPD

Values from the calculation:
- total energy (a.u.) = -990.31720
- charge = +1
- E_LUMO (eV) = -2.967
- strongest force on any atom (Eh/bohr) = 0.0865

Geometry as XYZ:
```
41
Properties=species:S:1:pos:R:3:nbo_charge:R:1
O -4.37 2.58 -0.47 -0.440
O -4.98 4.55 -1.43 -0.525
N 1.25 -2.32 -1.32 -0.463
N 2.73 -2.53 0.42 -0.459
N 2.73 -0.63 -0.93 -0.461
N 0.90 -1.02 0.59 -0.258
C -2.87 4.47 -0.78 -0.255
C -3.29 1.90 0.05 0.395
C -3.51 0.59 0.44 -0.251
C 2.03 -1.30 -2.02 -0.063
C -0.98 1.76 0.78 -0.173
C 2.08 -3.29 -0.63 -0.065
C -1.79 3.84 -0.26 -0.150
C 3.63 -1.51 -0.16 -0.065
C 0.21 -1.74 -0.47 -0.067
C 1.79 -1.95 1.37 -0.060
C -1.17 0.36 1.04 -0.099
C -0.02 -0.45 1.59 -0.252
C 1.79 0.03 0.00 -0.070
C -4.14 3.83 -0.89 0.701
C -2.00 2.48 0.16 -0.143
C -2.45 -0.20 0.87 -0.183
H 2.81 -3.75 -1.24 0.226
H -4.55 0.23 0.40 0.255
H -2.78 5.48 -1.18 0.255
H 1.22 -2.72 1.88 0.234
H 0.55 0.20 2.24 0.235
H 1.39 -4.07 -0.25 0.213
H -0.45 -2.49 -0.03 0.229
H 1.39 -0.61 -2.57 0.216
H -2.61 -1.24 1.15 0.224
H 2.76 -1.77 -2.71 0.230
H 2.35 0.49 0.85 0.227
H -0.41 -1.04 -1.04 0.243
H 4.15 -0.93 0.63 0.216
H 2.33 -1.41 2.15 0.232
H -0.05 2.28 1.06 0.223
H 4.35 -1.97 -0.85 0.228
H 1.19 0.78 -0.55 0.246
H -0.41 -1.25 2.25 0.240
H -0.80 4.36 -0.18 0.234
```

[5]
Formula: C42H43CsI2N10O2P2
Source: the Open Molecules 2025 dataset
Level of theory: ωB97M-V/def2-TZVPD

Values from the calculation:
- total energy (a.u.) = -3622.62842
- charge = -2
- E_LUMO (eV) = 3.238
- strongest force on any atom (Eh/bohr) = 0.0164

Geometry as XYZ:
```
102
Properties=species:S:1:pos:R:3:nbo_charge:R:1
Cs 0.21 0.17 -0.49 0.920
I 1.10 -0.92 -5.38 0.088
I 2.82 -6.67 -5.10 0.050
P -3.46 0.78 -0.12 0.830
P 2.61 2.69 -2.30 1.972
O 1.38 2.40 -1.51 -1.153
O 1.98 -1.19 -2.31 -0.818
N 2.21 5.37 2.75 0.157
N -0.59 1.95 2.50 -0.448
N 2.26 6.37 3.71 -0.628
N 1.14 5.12 2.05 -0.264
N -1.58 1.26 6.81 -0.436
N 1.57 -3.09 0.06 -0.605
N 2.84 3.81 1.52 -0.310
N 0.29 5.06 5.55 -0.522
N -0.02 -1.62 2.13 -0.441
N 3.24 4.61 2.48 -0.101
C 1.83 -2.53 -4.27 -0.282
C 2.80 -3.31 -0.70 -0.225
C 2.11 -2.30 -2.88 0.453
C -3.98 1.14 1.61 -0.329
C -3.81 2.44 2.14 0.006
C -5.12 -1.53 -0.01 -0.104
C 2.74 -4.68 -2.80 -0.221
C 2.49 -4.83 -4.16 -0.236
C -4.32 1.62 4.37 -0.220
C -4.50 -3.56 -1.12 -0.208
C 3.39 4.27 -1.89 -1.023
C 2.55 -3.47 -2.17 -0.150
C -3.33 3.60 1.30 -0.642
C -0.63 2.74 4.94 -0.623
C -6.72 1.47 -0.27 -0.644
C -3.49 -2.92 -1.76 -0.259
C -1.32 -3.59 3.59 -0.169
C -4.00 2.65 3.50 -0.213
C -4.42 0.34 3.87 -0.230
C 1.79 -3.09 1.49 -0.243
C -4.05 -0.84 -0.59 -0.556
C -5.79 2.24 -1.15 0.008
C -2.41 -0.86 -2.51 -0.685
C -4.15 3.68 -2.91 -0.240
C 2.02 -3.75 -4.89 -0.252
C 3.87 1.44 -2.08 -1.044
C -3.27 -1.49 -1.65 -0.012
C -1.16 1.92 5.96 0.332
C -0.60 2.31 3.60 0.352
C -0.12 -3.86 2.95 -0.265
C -5.39 -2.86 -0.26 -0.414
C -3.61 2.73 -2.05 -0.185
C 2.30 2.78 -4.07 -1.022
C -0.13 4.01 5.27 0.383
C -5.51 3.92 -2.88 -0.208
C 0.50 -2.85 2.23 0.208
C -1.17 -1.37 2.75 0.060
C -4.25 0.11 2.51 -0.228
C -6.31 3.20 -2.01 -0.236
C -4.40 2.01 -1.16 -0.307
C 1.56 4.12 1.29 0.106
C -1.86 -2.32 3.49 -0.254
H -4.28 -0.91 2.15 0.230
H -2.54 2.55 -2.05 0.220
H -2.48 3.28 0.69 0.235
H -4.42 1.81 5.43 0.214
H 3.21 3.03 -4.62 0.226
H -6.79 0.43 -0.61 0.239
H -6.37 1.44 0.77 0.234
H 1.93 1.81 -4.40 0.272
H 2.25 -4.03 1.85 0.150
H -7.72 1.90 -0.28 0.195
H 0.93 3.61 0.57 0.246
H 3.41 0.47 -2.29 0.307
H 4.73 1.61 -2.73 0.225
H -7.38 3.39 -1.99 0.193
H 3.09 -5.53 -2.22 0.204
H 2.48 -2.28 1.74 0.204
H -5.95 4.66 -3.54 0.194
H -4.63 -4.63 -1.27 0.184
H 3.68 4.25 -0.84 0.270
H -3.50 4.22 -3.59 0.201
H 4.19 1.45 -1.03 0.250
H -3.85 3.65 3.89 0.203
H 3.34 -4.20 -0.33 0.148
H 0.33 -4.84 2.99 0.204
H 1.81 -3.86 -5.95 0.220
H -3.00 4.41 1.94 0.213
H -4.62 -0.49 4.53 0.199
H -4.09 3.97 0.62 0.218
H -5.76 -1.01 0.69 0.182
H -6.22 -3.36 0.22 0.185
H 3.19 6.29 4.12 0.363
H 4.26 4.44 -2.52 0.225
H 0.87 -3.77 -0.20 0.362
H -2.83 -3.48 -2.42 0.191
H 1.59 6.11 4.42 0.417
H -1.85 -1.43 -3.24 0.192
H -2.79 -2.05 3.97 0.223
H 3.44 -2.44 -0.53 0.201
H -1.56 -0.36 2.65 0.229
H 1.54 3.54 -4.26 0.240
H -1.83 -4.36 4.16 0.204
H -2.33 0.22 -2.57 0.180
H 2.66 5.07 -2.04 0.241
```

[6]
Formula: C4H12O3
Source: the Open Molecules 2025 dataset
Level of theory: ωB97M-V/def2-TZVPD

Values from the calculation:
- total energy (a.u.) = -385.24780
- E_LUMO (eV) = 0.464
- strongest force on any atom (Eh/bohr) = 0.0823

Geometry as XYZ:
```
19
Properties=species:S:1:pos:R:3:nbo_charge:R:1
O 0.24 0.30 -0.13 -0.740
O 1.81 2.13 0.66 -0.947
O -0.63 1.85 -1.94 -0.944
C -0.46 -1.86 0.22 -0.262
C -0.36 -0.63 0.67 0.262
C -1.28 -0.28 1.76 -0.691
C 0.40 -2.40 -0.95 -0.633
H 0.25 -1.93 -1.88 0.212
H -0.04 -3.39 -1.17 0.208
H 2.45 1.35 0.62 0.503
H -1.29 0.76 2.23 0.227
H -1.14 -1.17 2.51 0.233
H 1.90 2.76 -0.03 0.504
H -0.88 1.07 -2.34 0.460
H -2.33 -0.48 1.52 0.228
H 0.70 1.02 0.43 0.496
H -1.28 -2.43 0.72 0.193
H 1.38 -2.44 -0.61 0.214
H -0.81 1.67 -1.00 0.477
```